1.
DFT (ωB97M-V/def2-TZVPD) results for the molecule C4H11PS2.

Calculated values
gap between HOMO and LUMO: 7.98 eV

CARTESIAN COORDINATES (ANGSTROEM)
C  1.34  -0.72  -2.23
C  -0.30  -1.34  0.08
C  2.24  -0.45  0.68
C  -2.88  1.52  0.65
P  0.87  -0.19  -0.59
S  -1.30  1.65  1.60
S  0.07  1.74  0.06
H  2.45  -0.41  -2.29
H  0.92  -0.26  -3.08
H  -0.53  -1.05  1.11
H  -1.24  -1.19  -0.44
H  0.09  -2.32  -0.06
H  2.64  0.60  0.72
H  1.91  -0.88  1.60
H  3.11  -0.95  0.35
H  -3.61  1.85  1.43
H  -2.95  0.41  0.62
H  -2.84  2.00  -0.24


2.
DFT (ωB97M-V/def2-TZVPD) results for the molecule C4H11PS2.

Calculated values
gap between HOMO and LUMO: 8.76 eV

CARTESIAN COORDINATES (ANGSTROEM)
C  -1.88  0.50  -0.29
C  -0.93  -0.53  1.87
C  1.29  0.22  -1.97
C  -0.99  -0.53  0.37
P  1.07  0.28  -0.17
S  2.16  1.72  0.48
S  2.25  -1.51  0.19
H  -1.92  1.42  0.35
H  -1.37  0.97  -1.20
H  -2.90  0.09  -0.36
H  0.14  -0.56  2.14
H  -1.49  -1.30  2.43
H  -1.28  0.48  2.10
H  2.37  0.29  -2.00
H  0.85  -0.69  -2.43
H  0.87  1.17  -2.34
H  -0.98  -1.31  -0.37
H  2.75  -0.72  1.18


3.
DFT (ωB97M-V/def2-TZVPD) results for a cluster of 2 separate species, C4H11PS2 in total.

Calculated values
gap between HOMO and LUMO (spin up / spin down): 5.35 / 5.35 eV

CARTESIAN COORDINATES (ANGSTROEM)
C  -0.09  1.79  0.29
C  1.69  -0.55  1.61
C  -2.97  -0.19  0.69
C  0.73  0.83  -0.66
P  0.93  -0.88  0.03
S  2.29  -1.94  -0.98
S  -2.37  -1.43  -0.46
H  -1.07  1.33  0.03
H  0.11  1.43  1.26
H  0.07  2.92  0.16
H  2.46  0.23  1.32
H  1.02  -0.18  2.39
H  2.13  -1.46  2.08
H  -3.65  0.53  0.20
H  -2.18  0.26  1.30
H  -3.66  -0.76  1.17
H  1.81  1.13  -0.94
H  0.18  0.93  -1.58


4.
DFT (ωB97M-V/def2-TZVPD) results for the molecule C4H11PS2.

Calculated values
gap between HOMO and LUMO: 8.18 eV

CARTESIAN COORDINATES (ANGSTROEM)
C  0.77  2.61  -0.79
C  1.09  0.11  0.90
C  -1.38  1.42  0.82
C  0.08  -3.22  -0.65
P  0.05  1.18  -0.28
S  -1.36  -2.08  -0.41
S  -0.77  -0.45  -1.52
H  0.42  3.03  -1.65
H  1.86  2.53  -0.59
H  0.34  -0.49  1.24
H  1.87  -0.10  0.15
H  1.34  0.85  1.70
H  -1.43  0.77  1.62
H  -1.19  2.35  1.40
H  -2.38  1.44  0.27
H  -0.38  -4.06  -0.31
H  0.80  -2.73  -0.05
H  0.26  -3.15  -1.84


5.
DFT (ωB97M-V/def2-TZVPD) results for a cluster of 2 separate species, C4H11S in total.

Calculated values
gap between HOMO and LUMO: 5.78 eV
total charge: -1

CARTESIAN COORDINATES (ANGSTROEM)
C  -3.37  0.26  -0.87
S  -1.62  0.73  -1.00
H  -3.72  -0.11  0.10
H  -3.99  1.12  -1.10
H  -3.59  -0.52  -1.60
C  2.91  -1.56  1.29
C  1.86  -0.76  0.52
C  1.93  0.70  0.90
H  3.91  -1.15  1.07
H  2.92  -2.63  1.11
H  2.75  -1.42  2.36
H  0.87  -1.14  0.77
H  1.94  -0.94  -0.55
H  2.63  1.25  0.27
H  0.97  1.21  0.81
H  2.28  0.86  1.93


6.
DFT (ωB97M-V/def2-TZVPD) results for a cluster of 2 separate species, C4H11S2 in total.

Calculated values
gap between HOMO and LUMO: 5.56 eV
total charge: -1

CARTESIAN COORDINATES (ANGSTROEM)
C  -2.58  -0.96  2.03
S  -2.09  0.66  1.48
C  -1.37  0.21  -0.11
H  -1.81  -1.72  2.00
H  -3.53  -1.21  1.57
H  -2.94  -0.82  3.06
H  -1.03  1.12  -0.62
H  -0.43  -0.36  0.09
H  -2.04  -0.35  -0.76
C  2.04  1.36  -2.12
C  2.55  0.58  -0.92
S  1.88  -1.23  -0.90
H  0.95  1.42  -2.17
H  2.48  1.26  -3.14
H  2.31  2.42  -2.00
H  2.27  0.98  0.05
H  3.65  0.62  -0.93


7.
DFT (ωB97M-V/def2-TZVPD) results for a cluster of 2 separate species, C4H12 in total.

Calculated values
spin multiplicity: 2
gap between HOMO and LUMO (spin up / spin down): 2.73 / 12.34 eV
total charge: -1

CARTESIAN COORDINATES (ANGSTROEM)
C  0.83  1.48  -0.54
C  0.18  2.86  -0.76
H  1.90  1.59  -0.34
H  0.34  0.95  0.27
H  0.74  0.85  -1.43
H  -0.49  2.88  -1.62
H  0.95  3.62  -0.98
H  -0.26  3.20  0.18
C  -0.37  -1.81  1.31
C  -0.64  -2.52  -0.02
H  -1.26  -1.56  1.88
H  0.29  -2.41  1.94
H  0.15  -0.87  1.12
H  -1.17  -1.84  -0.68
H  0.27  -2.99  -0.38
H  -1.42  -3.29  0.14


8.
DFT (ωB97M-V/def2-TZVPD) results for a cluster of 2 separate species, C4H12 in total.

Calculated values
spin multiplicity: 2
gap between HOMO and LUMO (spin up / spin down): 2.71 / 11.65 eV
total charge: -1

CARTESIAN COORDINATES (ANGSTROEM)
C  1.07  -1.64  -0.03
C  2.30  -1.82  -0.91
H  1.17  -0.94  0.77
H  0.25  -1.35  -0.67
H  0.78  -2.64  0.37
H  2.59  -2.90  -0.92
H  3.11  -1.18  -0.46
H  2.16  -1.50  -1.92
C  -0.99  1.42  0.43
C  -2.38  2.14  0.48
H  -0.71  1.19  -0.71
H  -0.22  2.04  0.86
H  -0.98  0.38  0.99
H  -2.74  2.09  1.59
H  -3.17  1.55  -0.07
H  -2.24  3.17  0.19


What ΔE to the lowest compared entry with this formula, charge and spin values result from the calculations? In sequence: 55.82, 28.99, 84.04, 66.18, 15.99, 17.69, 7.53, 17.32 kcal/mol.